ORCA calculation (ωB97M-V/def2-TZVPD) on 2 unconnected molecules or ions with the total composition C6H11N2P at a distorted geometry.

Each atom is followed by the atoms it is bonded to, with distances in Å.
Positions of all 20 atoms, in Å:
1 C 1.17593 2.51657 0.92141  C3 1.299, H10 1.044, H11 1.072
2 C -1.08843 -1.47418 0.55936  C4 1.554, N7 1.267, H12 1.156
3 C 0.49853 1.63831 0.24555  C1 1.299, C6 1.495
4 C -0.55175 -2.86105 1.00942  C2 1.554, H13 1.135, H14 1.089, H15 1.044
5 C -1.15835 0.91248 -1.38078  C6 1.500, H16 1.155, H17 1.138, H18 1.138
6 C -0.69879 0.76700 0.03937  C3 1.495, C5 1.500, N7 1.460, H19 1.082
7 N -0.22000 -0.58230 0.32391  C2 1.267, C6 1.460
8 N 1.97903 1.06336 -1.30805  P9 1.559
9 P 2.29195 -0.40923 -0.90333  N8 1.559, H20 1.616
10 H 2.18012 2.61915 0.65479  C1 1.044
11 H 0.75916 3.22073 1.61326  C1 1.072
12 H -2.23372 -1.34964 0.65823  C2 1.156
13 H -0.96407 -3.81637 0.55494  C4 1.135
14 H 0.52066 -2.81205 1.19387  C4 1.089
15 H -1.00456 -2.94083 1.94647  C4 1.044
16 H -0.34736 1.34677 -2.07882  C5 1.155
17 H -1.43012 -0.15747 -1.65674  C5 1.138
18 H -1.99028 1.68443 -1.46661  C5 1.138
19 H -1.41057 1.10222 0.78170  C6 1.082
20 H 3.69262 -0.46791 -1.70796  P9 1.616

## Properties
E ... -685.84914 hartree
LUMO level (alpha / beta) ... 0.013 / 0.013 Ha
HOMO level (alpha / beta) ... -7.626 / -7.630 eV
Energy above the lowest of the compared OMol25 structures with the same formula, charge and spin ... 4.793 eV